# 1
{"formula": "C5H8BrClN3", "method": "ωB97M-V/def2-TZVPD", "symbols": ["C", "C", "Br", "C", "C", "Cl", "N", "C", "N", "N", "H", "H", "H", "H", "H", "H", "H", "H"], "positions_angstrom": [[0.11603, -0.96832, 1.57644], [0.16640, -0.90803, 0.10150], [-0.48551, -2.64439, -0.62231], [1.70317, -0.60179, -0.39298], [1.89252, 0.86032, -0.57450], [3.40959, 1.48475, -0.27643], [0.96283, 1.67002, -0.96324], [-0.30028, 1.18116, -1.03473], [-1.21319, 1.83069, -1.71128], [-0.70607, 0.10427, -0.41060], [-0.95038, -1.08847, 1.80790], [0.45521, -0.05203, 2.04852], [0.56736, -1.77157, 2.08046], [1.71860, -0.99448, -1.38721], [2.47674, -1.00520, 0.32410], [-0.89517, 2.51862, -2.44488], [-2.04232, 1.29640, -1.79107], [-1.66922, -0.04849, -0.19526]], "forces_ev_per_a": [[-2.087, 0.780, 0.797], [2.888, -0.358, -0.475], [0.432, 0.573, 0.082], [-1.625, -0.332, 1.310], [-1.115, 0.585, -0.049], [0.581, 0.222, 0.024], [0.759, -0.438, 0.039], [0.330, 0.311, -0.259], [1.117, 1.654, -1.406], [0.499, -0.994, 0.904], [0.080, 0.188, 0.372], [0.100, 0.341, -0.121], [0.998, -1.237, 0.063], [0.717, -0.694, -0.641], [-1.065, 0.088, -1.068], [-0.826, -0.926, 1.380], [-1.125, 0.217, -0.797], [-0.661, 0.020, -0.157]], "homo_lumo_gap_ev": 9.5, "relative_energy_kj_mol": 0.0, "smiles": "C[C@]1(Br)CC(Cl)=NC(=[NH2+])N1", "total_charge": 1, "homo_ev": -14.376}

=====

# 2
{"formula": "C22H31N5O3S2", "method": "ωB97M-V/def2-TZVPD", "symbols": ["C", "C", "N", "C", "S", "C", "C", "O", "N", "C", "C", "C", "C", "N", "N", "C", "C", "C", "C", "C", "S", "O", "O", "N", "C", "C", "C", "C", "C", "C", "C", "C", "H", "H", "H", "H", "H", "H", "H", "H", "H", "H", "H", "H", "H", "H", "H", "H", "H", "H", "H", "H", "H", "H", "H", "H", "H", "H", "H", "H", "H", "H", "H"], "positions_angstrom": [[-2.26141, -3.95809, -0.81679], [-2.29334, -2.88170, 0.26312], [-2.31897, -1.55868, -0.30557], [-3.39721, -0.94019, -0.86946], [-4.96228, -1.69902, -1.08679], [-5.69462, -1.33882, 0.56881], [-4.78066, -0.40104, 1.33922], [-3.96897, -0.84262, 2.13881], [-4.90985, 0.90213, 1.08152], [-5.72652, 1.52277, 0.05480], [-5.07105, 2.88736, -0.14184], [-4.54948, 3.21411, 1.25502], [-4.02511, 1.86371, 1.72399], [-3.11057, 0.29129, -1.18911], [-1.85141, 0.51930, -0.82123], [-1.36622, -0.58281, -0.29371], [-0.01292, -0.69295, 0.22742], [0.50941, 0.38968, 0.93705], [1.79846, 0.33806, 1.43100], [2.56503, -0.79254, 1.21468], [4.27709, -0.82166, 1.75832], [4.40196, 0.00237, 2.92357], [4.69995, -2.18901, 1.82379], [5.12204, -0.09867, 0.52614], [5.08825, 1.34402, 0.47394], [4.18870, 1.94687, -0.60913], [4.90362, 2.08109, -1.95283], [5.16485, 0.74992, -2.65251], [5.96135, -0.25474, -1.81972], [5.14119, -0.87878, -0.69316], [2.06585, -1.86912, 0.50770], [0.77460, -1.82232, 0.01093], [-3.15413, -3.90223, -1.43562], [-1.39112, -3.84098, -1.45953], [-2.22052, -4.93809, -0.35010], [-1.41888, -2.94783, 0.91376], [-3.18604, -2.99477, 0.88479], [-5.77284, -2.28523, 1.10342], [-6.68375, -0.92111, 0.39640], [-5.71604, 0.93948, -0.86666], [-6.75934, 1.62620, 0.41156], [-5.76755, 3.62969, -0.52459], [-4.23518, 2.78166, -0.83305], [-3.77278, 3.97458, 1.24819], [-5.36571, 3.54843, 1.89729], [-4.05106, 1.72433, 2.80650], [-2.99917, 1.69576, 1.37855], [-0.10866, 1.26016, 1.08817], [2.21750, 1.15438, 1.99706], [4.76172, 1.65223, 1.46802], [6.11159, 1.71313, 0.33814], [3.28299, 1.34759, -0.72110], [3.88585, 2.94310, -0.28075], [4.29751, 2.70346, -2.61532], [5.85308, 2.59815, -1.79453], [4.21029, 0.29636, -2.93163], [5.71290, 0.95173, -3.57592], [6.28236, -1.06435, -2.47828], [6.85618, 0.21194, -1.40930], [4.11684, -1.05504, -1.05903], [5.56212, -1.84539, -0.40666], [2.69238, -2.73649, 0.37092], [0.39770, -2.65075, -0.56872]], "forces_ev_per_a": [[0.076, 0.146, 0.139], [-0.085, -0.670, 0.131], [0.208, 0.860, -0.264], [-0.333, -0.624, -0.255], [0.063, 0.164, 0.069], [0.135, -0.217, -0.128], [-0.489, -0.114, 0.047], [0.210, -0.179, 0.162], [0.011, 0.192, 0.238], [-0.394, 0.076, -0.366], [-0.074, -0.016, 0.079], [0.016, -0.106, -0.074], [0.320, 0.019, 0.335], [-0.812, 0.018, -0.317], [1.060, 0.352, 0.187], [-0.438, -0.180, -0.107], [0.404, -0.076, 0.162], [0.021, -0.129, -0.049], [-0.027, 0.116, 0.065], [0.622, -0.077, 0.175], [0.172, 0.061, -0.007], [-0.220, 0.203, -0.138], [-0.189, -0.041, -0.306], [-0.368, -0.555, 0.897], [-0.182, 0.615, 0.138], [0.303, 0.051, -0.081], [-0.294, -0.165, -0.076], [0.262, 0.195, 0.058], [-0.338, 0.020, 0.003], [0.208, -0.630, -0.368], [0.044, -0.180, 0.017], [-0.012, 0.183, 0.053], [-0.017, -0.030, -0.013], [0.082, -0.022, -0.060], [0.004, -0.134, 0.014], [-0.166, 0.034, -0.022], [0.189, 0.082, 0.007], [0.003, 0.211, 0.078], [-0.018, 0.035, 0.003], [-0.031, 0.004, 0.056], [0.031, 0.026, -0.096], [-0.019, 0.009, -0.067], [-0.012, 0.000, -0.052], [0.014, 0.051, 0.055], [-0.007, 0.041, 0.034], [0.066, 0.037, -0.078], [-0.025, 0.007, 0.061], [-0.061, 0.081, 0.041], [-0.018, 0.154, 0.082], [0.153, 0.216, -0.132], [-0.077, 0.008, 0.068], [-0.102, 0.035, 0.019], [-0.067, -0.022, 0.044], [0.072, 0.065, -0.011], [0.043, 0.081, -0.009], [-0.026, -0.036, -0.063], [-0.067, -0.036, -0.056], [0.048, -0.008, 0.085], [0.165, -0.023, -0.010], [0.093, -0.017, -0.061], [-0.079, 0.041, -0.234], [0.016, -0.124, -0.065], [-0.065, -0.082, -0.036]], "homo_lumo_gap_ev": 9.2, "relative_energy_kj_mol": 0.0, "smiles": "CCn1c(SCC(=O)N2CCCC2)nnc1-c1ccc(S(=O)(=O)N2CCCCCC2)cc1", "total_charge": 0, "homo_ev": -9.008}